Entry 1:
ORCA calculation (ωB97M-V/def2-TZVPD) on a single C13H18N4O6 molecule in a non-equilibrium geometry.

Geometry (Å):
C1 -3.224 -0.651 2.465
C2 -2.307 0.166 1.496
O1 -2.392 1.410 1.591
N1 -1.349 -0.366 0.642
C3 -1.255 -1.694 0.265
O2 -2.046 -2.609 0.344
N2 -0.006 -1.890 -0.235
C4 0.395 -3.206 -0.825
C5 0.759 -0.647 -0.259
O3 1.205 -0.520 -1.665
C6 0.136 0.209 -2.324
C7 0.685 1.452 -3.133
C8 -0.670 -0.681 -3.264
O4 -0.784 0.775 -1.283
C9 -0.304 0.434 0.044
N3 0.161 1.683 0.673
C10 -0.008 3.073 0.066
C11 1.129 1.581 1.693
O5 1.516 2.504 2.355
N4 1.772 0.377 1.879
C12 2.600 0.245 3.090
C13 1.822 -0.598 0.847
O6 2.353 -1.715 1.076
H1 -3.905 0.055 2.893
H2 -3.753 -1.337 1.804
H3 -2.764 -1.124 3.306
H4 1.486 -3.207 -0.738
H5 0.154 -3.317 -1.879
H6 -0.070 -4.124 -0.377
H7 -0.155 1.846 -3.798
H8 1.482 1.193 -3.725
H9 1.091 2.198 -2.468
H10 0.036 -1.179 -3.886
H11 -1.290 -0.085 -3.894
H12 -1.282 -1.335 -2.753
H13 -0.355 3.829 0.834
H14 0.945 3.450 -0.108
H15 -0.493 3.067 -0.895
H16 3.145 1.168 3.145
H17 2.116 -0.005 4.078
H18 3.425 -0.424 2.922

Results
* Kohn-Sham gap: 9.79 eV
* energy relative to the best compared isomer or geometry (same formula, charge and spin): 0.2757 eV
* E: -32017.926 eV

Löwdin charges in e:
1 C 0.031
2 C -0.336
3 O 0.058
4 N 0.157
5 C -0.454
6 O 0.110
7 N 0.036
8 C 0.023
9 C -0.195
10 O 0.048
11 C -0.438
12 C 0.028
13 C 0.021
14 O 0.014
15 C -0.268
16 N 0.071
17 C 0.022
18 C -0.464
19 O 0.112
20 N 0.033
21 C 0.002
22 C -0.198
23 O 0.076
24 H 0.071
25 H 0.077
26 H 0.076
27 H 0.088
28 H 0.077
29 H 0.110
30 H 0.119
31 H 0.049
32 H 0.069
33 H 0.094
34 H 0.082
35 H 0.061
36 H 0.117
37 H 0.055
38 H 0.080
39 H 0.080
40 H 0.124
41 H 0.082

=====

Entry 2:
ORCA calculation (ωB97M-V/def2-TZVPD) on a single C13H18O7 molecule.

Geometry (Å):
O1 5.973 1.071 -0.421
C1 5.578 -0.231 -0.045
C2 4.085 -0.362 0.128
C3 3.508 -0.476 1.387
C4 2.140 -0.598 1.528
C5 1.317 -0.591 0.405
O2 -0.033 -0.738 0.641
C6 -0.869 -1.006 -0.450
O3 -1.091 0.110 -1.260
C7 -1.780 1.206 -0.675
C8 -0.851 2.198 0.042
O4 -1.496 3.424 0.254
C9 -2.909 0.742 0.264
O5 -3.978 1.657 0.219
C10 -3.342 -0.665 -0.155
O6 -4.520 -1.067 0.502
C11 -2.173 -1.621 0.104
O7 -2.369 -2.866 -0.509
C12 1.878 -0.440 -0.856
C13 3.252 -0.336 -0.982
H1 5.463 1.336 -1.195
H2 6.094 -0.430 0.897
H3 5.924 -0.961 -0.794
H4 4.138 -0.479 2.263
H5 1.688 -0.704 2.501
H6 -0.413 -1.749 -1.120
H7 -2.237 1.728 -1.526
H8 -0.505 1.766 0.994
H9 0.023 2.399 -0.583
H10 -2.406 3.250 0.529
H11 -2.530 0.690 1.302
H12 -4.804 1.153 0.211
H13 -3.585 -0.675 -1.223
H14 -4.361 -1.103 1.455
H15 -2.046 -1.748 1.194
H16 -3.288 -3.132 -0.372
H17 1.255 -0.391 -1.733
H18 3.676 -0.237 -1.972

Results
* Kohn-Sham gap: 9.27 eV
* energy relative to the best compared isomer or geometry (same formula, charge and spin): 0.2018 eV
* E: -28104.474 eV

Löwdin charges in e:
1 O -0.053
2 C -0.229
3 C -0.215
4 C -0.025
5 C 0.007
6 C -0.240
7 O 0.013
8 C -0.293
9 O -0.016
10 C -0.223
11 C -0.202
12 O -0.035
13 C -0.275
14 O 0.003
15 C -0.275
16 O 0.005
17 C -0.246
18 O 0.017
19 C -0.001
20 C -0.030
21 H 0.081
22 H 0.119
23 H 0.122
24 H 0.115
25 H 0.119
26 H 0.175
27 H 0.174
28 H 0.124
29 H 0.134
30 H 0.077
31 H 0.170
32 H 0.102
33 H 0.182
34 H 0.116
35 H 0.168
36 H 0.104
37 H 0.114
38 H 0.119

=====

Entry 3:
ORCA calculation (ωB97M-V/def2-TZVPD) on a molecular structure, C13H19BF4NO14Tl in a non-equilibrium geometry.

Geometry (Å):
Tl1 2.196 -1.108 1.767
B1 0.467 -0.366 0.374
H1 -0.084 -0.122 -0.521
H2 0.967 -1.312 0.234
H3 1.195 0.413 0.539
H4 -0.036 -0.487 1.321
C1 1.428 -3.558 -2.873
C2 0.052 -3.797 -2.185
O1 0.242 -2.975 -1.041
C3 1.536 -3.079 -0.726
O2 2.028 -2.651 0.323
O3 2.205 -3.581 -1.727
F1 -0.191 -5.086 -1.840
H5 1.592 -2.589 -3.344
H6 1.638 -4.411 -3.519
H7 -0.794 -3.383 -2.733
C4 -0.783 2.868 1.567
C5 -1.545 2.009 2.567
O4 -0.608 1.063 3.128
C6 0.522 1.229 2.532
O5 1.492 0.494 2.620
O6 0.467 2.271 1.651
F2 -2.526 1.396 1.944
H8 -0.727 3.945 1.726
H9 -1.162 2.772 0.550
H10 -1.944 2.617 3.379
C7 0.079 1.539 -0.888
C8 -1.303 1.081 -1.290
O7 -1.486 1.902 -2.398
C9 -0.822 3.080 -2.211
O8 -0.939 4.084 -2.948
O9 0.074 2.905 -1.231
F3 -2.156 1.429 -0.355
H11 0.903 0.954 -1.297
H12 0.287 1.522 0.182
H13 -1.420 0.033 -1.567
C10 -1.916 -1.008 0.922
C11 -1.401 -2.209 0.238
O10 -2.389 -2.647 -0.638
C12 -3.479 -2.064 -0.337
O11 -4.509 -2.124 -1.002
O12 -3.324 -1.202 0.702
F4 -1.209 -3.169 1.105
H14 -1.495 -0.148 0.401
H15 -1.565 -0.906 1.949
H16 -0.406 -1.964 -0.135
C13 2.752 2.946 0.787
N1 3.308 1.555 0.573
O13 2.525 0.662 0.755
O14 4.512 1.431 0.412
H17 1.666 2.861 0.812
H18 3.077 3.586 -0.033
H19 3.012 3.302 1.784

Results
* Kohn-Sham gap: 3.57 eV
* E: -60143.992 eV
* total charge: +2

Löwdin charges in e:
1 Tl 1.532
2 B -0.469
3 H 0.071
4 H 0.001
5 H -0.021
6 H 0.039
7 C 0.010
8 C -0.214
9 O 0.060
10 C -0.441
11 O 0.026
12 O 0.165
13 F 0.144
14 H 0.164
15 H 0.169
16 H 0.190
17 C 0.014
18 C -0.210
19 O 0.253
20 C -0.450
21 O 0.015
22 O -0.031
23 F 0.153
24 H 0.183
25 H 0.134
26 H 0.196
27 C -0.174
28 C -0.330
29 O 0.183
30 C -0.448
31 O 0.173
32 O 0.097
33 F 0.110
34 H 0.165
35 H 0.064
36 H 0.193
37 C -0.104
38 C -0.425
39 O 0.223
40 C -0.548
41 O 0.180
42 O 0.135
43 F 0.166
44 H 0.072
45 H 0.145
46 H 0.075
47 C 0.147
48 N -0.253
49 O -0.106
50 O 0.230
51 H 0.062
52 H 0.141
53 H 0.144